C4H3ClO | ωB97M-V with the def2-TZVPD basis set

Summary:
charge: 0
ΔE to the lowest compared entry with this formula, charge and spin: 74.7 kcal per mole
Kohn-Sham gap: 9.9 eV
max |F|: 0.02094 Eh/bohr
calculated total energy: -689.5058 hartree
HOMO: -9.78 eV

Each line ends with the natural charge from an NBO analysis.
Atoms and positions in Å:
C1 1.477219 1.387661 -0.678892  0.34
C2 1.009187 0.073593 -0.153172  0.01
C3 -1.427532 -0.073426 0.325718  -0.35
C4 -0.346880 -0.495142 -0.306412  -0.24
O1 1.205722 1.283654 0.567310  -0.39
Cl1 2.265599 -1.141478 0.150550  -0.02
H1 -2.399668 -0.472606 0.086294  0.21
H2 -1.382411 0.667317 1.107185  0.21
H3 -0.401237 -1.229577 -1.098581  0.23

Atomic forces in eV per Å
0.09 0.10 -0.75
0.20 -0.96 -0.02
0.05 -0.03 0.10
0.20 0.45 -0.39
-0.25 0.24 1.02
-0.22 0.30 -0.08
-0.07 -0.12 0.00
0.06 0.20 0.06
-0.05 -0.17 0.05


C4H3ClO | ωB97M-V with the def2-TZVPD basis set

Summary:
charge: 0
ΔE to the lowest compared entry with this formula, charge and spin: 143.0 kcal per mole
Kohn-Sham gap (alpha / beta): 8.0 / 8.0 eV
max |F|: 0.10662 Eh/bohr
calculated total energy: -689.3970 hartree
HOMO (alpha / beta): -8.01 / -8.01 eV

Each line ends with the natural charge from an NBO analysis.
Atoms and positions in Å:
C1 -0.228238 -1.794837 -0.072621  -0.43
C2 -0.345798 -0.720399 0.637847  -0.02
Cl1 -1.120366 -0.347024 2.081420  0.09
C3 0.043676 0.800852 -0.414654  0.11
C4 0.447037 2.036594 -0.201580  0.11
O1 1.294119 1.363801 -1.046831  -0.53
H1 -0.603011 -2.780763 0.178645  0.22
H2 0.000054 -1.659152 -1.053952  0.23
H3 0.512528 3.100929 -0.108274  0.23

Atomic forces in eV per Å
-1.25 -1.78 1.49
0.83 4.71 -2.69
0.12 -0.09 0.37
-1.64 -1.68 3.82
-0.58 -1.03 -1.02
1.49 -0.60 -0.76
0.23 0.10 0.53
1.14 0.23 -2.53
-0.33 0.14 0.78